Computed, not measured: a molecular structure, C27H33N4O4PS3Zr, with ωB97M-V/def2-TZVPD.

Summary:
orbital gap: 7.87 eV
E_LUMO: 0.30 eV
HOMO: -0.2782 Ha
energy relative to the best compared isomer or geometry (same formula, charge and spin): 0.0 kcal per mole
calculated total energy: -85766.116 eV

Each line ends with the Löwdin charge.
Positions of all 73 atoms, in Å:
Zr  -0.06  0.36  0.36  1.257
N  -1.04  -1.70  -0.18  -0.083
C  -2.17  -1.50  -1.11  -0.131
C  -2.58  -0.03  -1.13  -0.566
O  -3.75  0.29  -1.02  0.041
N  -1.52  0.80  -1.27  -0.128
C  -1.88  2.21  -1.25  -0.138
C  -1.99  2.70  0.19  -0.597
O  -2.74  3.59  0.55  0.070
O  -1.22  2.03  1.01  -0.305
H  -1.36  -2.06  0.71  0.083
H  -0.32  -2.34  -0.53  0.024
H  -1.86  -1.79  -2.12  0.100
H  -3.03  -2.10  -0.83  0.122
H  -1.07  2.79  -1.71  0.104
H  -2.81  2.41  -1.78  0.127
N  2.81  -1.37  -1.86  -0.109
P  1.30  -0.62  -2.12  0.999
C  0.64  -1.61  -3.55  -0.300
C  0.13  -2.89  -3.32  -0.123
C  -0.31  -3.69  -4.37  -0.080
C  -0.24  -3.23  -5.68  -0.084
C  0.28  -1.97  -5.92  -0.076
C  0.72  -1.17  -4.87  -0.078
C  1.79  0.90  -2.99  -0.449
C  3.10  1.35  -3.12  -0.118
C  3.36  2.56  -3.76  -0.077
C  2.33  3.32  -4.27  -0.078
C  1.02  2.88  -4.14  -0.068
C  0.75  1.68  -3.50  -0.146
C  2.97  -2.48  -1.06  -0.417
C  4.25  -2.97  -0.78  -0.015
C  4.37  -4.07  0.04  -0.068
C  3.23  -4.65  0.58  -0.077
C  2.01  -4.10  0.25  -0.155
N  1.87  -3.05  -0.57  0.050
H  3.58  -1.16  -2.48  0.095
H  0.11  -3.30  -2.32  0.075
H  -0.70  -4.68  -4.16  0.105
H  -0.59  -3.85  -6.49  0.103
H  0.35  -1.60  -6.94  0.105
H  1.13  -0.19  -5.10  0.095
H  3.93  0.81  -2.68  0.097
H  4.39  2.91  -3.84  0.105
H  2.54  4.26  -4.77  0.104
H  0.20  3.47  -4.52  0.109
H  -0.27  1.34  -3.38  0.096
H  5.12  -2.48  -1.19  0.112
H  5.35  -4.46  0.28  0.109
H  3.28  -5.50  1.25  0.100
H  1.09  -4.52  0.64  0.109
C  1.42  0.84  3.83  -0.135
C  1.59  0.80  2.33  -0.824
S  1.83  -0.79  1.60  0.567
C  1.56  1.97  1.61  -0.803
C  1.29  3.28  2.30  -0.114
S  1.74  2.00  -0.13  0.637
H  1.11  -0.13  4.20  0.056
H  0.70  1.60  4.15  0.059
H  2.38  1.08  4.30  0.089
H  1.99  3.44  3.12  0.082
H  0.28  3.31  2.69  0.078
H  1.40  4.10  1.59  0.066
C  -3.60  1.04  2.58  -0.202
S  -1.95  0.65  3.13  0.943
C  -2.38  -0.51  4.42  -0.234
O  -1.36  -0.32  2.08  -0.660
H  -4.18  1.30  3.47  0.067
H  -4.01  0.17  2.07  0.076
H  -3.56  1.90  1.91  0.038
H  -2.87  0.04  5.23  0.062
H  -1.46  -0.96  4.78  0.054
H  -3.04  -1.27  4.02  0.065